(one)
The following is a quantum chemistry calculation of a cluster of 2 separate species, C8H8N4O4 in total, from the Open Molecules 2025 dataset.

Geometry as ORCA input:
```
! RIJCOSX wB97M-V def2-TZVPD def2/J DEFGRID3
* xyz 0 1
O 2.9759 1.5197 -2.2499
C 2.8607 1.3737 -1.0631
C 1.9395 0.4538 -0.3359
C 1.7751 0.6144 0.9953
N 2.4848 1.4655 1.7816
C 3.3732 2.3385 1.2587
O 4.0819 3.0918 1.8880
N 3.5385 2.2059 -0.1366
H 1.3542 -0.1426 -0.9422
H 1.2222 -0.0778 1.6914
H 2.2306 1.6236 2.7873
H 4.2480 2.8232 -0.4098
O -0.2282 -0.8482 -1.2819
C -1.3710 -1.0958 -0.9413
C -2.4888 -1.4045 -1.8488
C -3.6791 -1.7280 -1.3354
N -3.9109 -1.7486 0.0168
C -2.9340 -1.4777 0.9702
O -3.1404 -1.5331 2.1574
N -1.7047 -1.1474 0.4138
H -2.3001 -1.3941 -2.9179
H -4.5465 -1.9709 -1.9532
H -4.8235 -1.9994 0.3864
H -0.9576 -0.9420 1.0690
*
```

* SMILES: O=c1cc[nH]c(=O)[nH]1.O=c1cc[nH]c(=O)[nH]1
* Kohn-Sham gap: 9.44 eV
* highest occupied orbital energy: -9.185 eV

(two)
The following is a quantum chemistry calculation of a cluster of 2 separate species, C8H8N4O4 in total, from the Open Molecules 2025 dataset.

Geometry as ORCA input:
```
! RIJCOSX wB97M-V def2-TZVPD def2/J DEFGRID3
* xyz 0 1
O -3.3319 -3.6624 -2.7551
C -2.9265 -2.5543 -2.4515
C -2.9160 -1.9133 -1.0962
C -2.2569 -0.7358 -0.9721
N -1.7565 -0.0178 -2.0942
C -1.9199 -0.4343 -3.4155
O -1.5719 0.2715 -4.3542
N -2.5912 -1.6265 -3.4486
H -3.1751 -2.4412 -0.2243
H -2.1629 -0.1038 -0.0743
H -1.3982 0.8591 -1.9012
H -2.6966 -2.1459 -4.3245
O -0.1844 0.7838 2.5093
C 1.0017 1.0546 2.3208
C 1.6590 2.1099 3.0934
C 2.9728 2.1981 3.1071
N 3.6827 1.4146 2.2592
C 3.2302 0.4158 1.3180
O 3.9269 -0.1941 0.5346
N 1.8085 0.3424 1.4512
H 0.7557 2.7280 3.5380
H 3.6667 2.6704 3.7934
H 4.6350 1.5444 2.1437
H 1.5487 -0.5634 1.0430
*
```

* SMILES: O=c1cc[nH]c(=O)[nH]1.O=c1cc[nH]c(=O)[nH]1
* Kohn-Sham gap: 9.84 eV
* highest occupied orbital energy: -9.546 eV

Stability comparison, relative energies in hartree: (one) 0.0000; (two) 0.0281

(one)
The following is a quantum chemistry calculation of a cluster of 16 separate species, C4H43N2O15 in total, from the Open Molecules 2025 dataset.

Geometry as ORCA input:
```
! RIJCOSX wB97M-V def2-TZVPD def2/J DEFGRID3
* xyz 1 1
C -0.5350 -0.2181 -1.3922
C 0.7274 -0.9719 -1.0255
C 1.9816 -0.1619 -1.5674
C 2.0527 1.3053 -1.2752
N 2.5886 1.5791 0.1014
N 0.5815 -2.3832 -1.3285
H -0.9138 -0.4136 -2.3859
H -1.3878 -0.6721 -0.8748
H -0.6104 0.8315 -1.1162
H 0.7814 -1.0300 0.0631
H 1.9887 -0.4505 -2.6128
H 2.8346 -0.6243 -1.0649
H 2.6484 1.8218 -2.0314
H 1.1650 1.9433 -1.2384
H 3.3258 1.0160 0.4677
H 2.8234 2.5679 0.0766
H -1.1937 -3.6477 -1.1005
H 0.5108 -2.6383 -2.3040
H 1.2138 -2.9820 -0.8102
H 2.0950 -1.7429 2.2303
H 1.3995 -2.9897 2.4717
O 1.4889 -2.1173 2.8882
H -3.3939 -2.4024 2.5279
H -1.0092 -1.0351 3.1929
O -3.1889 -1.7456 1.8562
H 0.5915 1.2653 -3.5051
H -0.2965 0.4384 -4.3864
O 0.6237 0.5000 -4.1060
H 3.0623 -2.5216 0.5280
H 3.2209 -4.1048 0.4160
O 2.6104 -3.3737 0.5376
H -3.9525 0.0091 1.3802
H -5.2638 -0.0032 0.6353
O -4.4214 0.4490 0.6528
H -0.4282 2.0602 2.1689
H -1.7535 2.1490 1.2249
O -1.4961 1.7431 2.1174
H 1.4874 2.2855 2.9843
H 1.3422 2.2121 1.3896
O 0.8809 2.4369 2.2379
H -0.6047 4.9582 -1.8636
H -0.7691 3.4881 -1.3977
O -0.1979 4.0881 -1.9197
H 0.4527 -0.8578 3.0251
H -1.1822 0.7760 1.9849
O -0.4241 -0.4614 2.6712
H 3.5242 0.0202 1.4439
H 4.5237 -1.0553 1.8206
O 3.6402 -0.9353 1.4626
H -0.7018 -3.3046 1.1472
H -1.8626 -4.1977 0.7942
O -1.4217 -3.7930 1.5592
H 1.4505 4.1427 -0.9619
H 1.6598 4.9024 0.3898
O 2.0685 4.2892 -0.2233
H -3.1177 -0.2299 -1.5325
H -3.9291 0.9900 -1.6426
O -3.0377 0.6786 -1.8535
H -2.1660 1.5659 -0.6418
H -2.8195 2.9514 -0.3321
O -1.9650 2.5123 -0.3746
H -2.7591 -2.2725 1.1705
H -2.3778 -2.9332 -1.6390
O -2.1654 -3.7061 -1.1105
*
```

* Kohn-Sham gap: 9.37 eV
* highest occupied orbital energy: -11.935 eV

(two)
The following is a quantum chemistry calculation of a cluster of 16 separate species, C4H43N2O15 in total, from the Open Molecules 2025 dataset.

Geometry as ORCA input:
```
! RIJCOSX wB97M-V def2-TZVPD def2/J DEFGRID3
* xyz 1 1
C -0.4814 0.3646 -0.2099
C 0.5754 -0.5820 -0.7312
C 1.5800 0.1900 -1.6367
C 2.9319 0.4270 -0.9450
N 3.5794 -0.8443 -0.5336
N -0.0662 -1.6962 -1.4664
H -1.1545 0.7162 -1.0429
H -1.1161 -0.1078 0.5280
H -0.0390 1.2792 0.2583
H 1.0931 -1.0236 0.1544
H 1.1826 1.1729 -1.9278
H 1.7077 -0.3858 -2.5904
H 3.5817 1.0416 -1.6566
H 2.7323 1.0789 -0.0279
H 3.0730 -1.6742 -0.9668
H 4.4945 -0.8885 -0.8922
H -2.1858 -2.0841 0.7175
H -0.3451 -1.4966 -2.4047
H 0.5208 -2.5273 -1.4909
H 1.4080 1.4187 2.7259
H 2.0434 0.0405 2.8005
O 1.5137 0.7008 3.3122
H -0.3337 -2.4111 1.7983
H -1.0079 -0.7650 3.0591
O -1.2053 -2.0567 2.1177
H -0.0122 0.0590 -4.8929
H -1.0113 -1.0604 -4.9992
O -0.4211 -0.6795 -4.3566
H 1.5907 -4.9022 -0.8321
H 2.4614 -3.9737 -1.7386
O 2.0040 -4.0671 -0.8673
H -3.1894 -0.8552 -0.7996
H -4.5047 -0.2050 -1.3655
O -3.5934 -0.0111 -1.1539
H -0.6883 2.5002 2.2797
H -2.0838 2.0240 1.6652
O -1.5693 2.0927 2.4839
H 1.0398 2.9642 0.8450
H 1.2164 3.6257 2.2473
O 0.9156 2.8706 1.8373
H -1.5440 2.3912 -2.3227
H -1.8794 2.8966 -0.9845
O -1.2960 3.1282 -1.7018
H 0.2440 0.2181 3.6110
H -1.2979 0.9302 3.1713
O -0.8635 0.0034 3.6800
H 3.3326 -1.0066 1.1483
H 3.6905 -1.4610 2.5732
O 2.9254 -1.1946 2.0634
H 1.8101 -2.4443 1.7269
H 1.3544 -3.3960 0.5682
O 1.1313 -3.0655 1.4806
H 0.1906 3.1701 -1.1335
H 1.4380 4.1255 -0.9732
O 1.1399 3.2509 -0.7506
H -2.6625 0.5529 -2.5070
H -1.4720 0.3408 -3.4211
O -2.1118 1.0103 -3.1497
H -3.2275 1.3414 -0.2533
H -3.7113 2.7408 0.2715
O -2.9641 2.2118 0.2164
H -1.5432 -2.7899 2.6625
H -1.7172 -2.2143 -0.7123
O -2.5688 -2.1405 -0.1790
*
```

* Kohn-Sham gap: 9.85 eV
* highest occupied orbital energy: -12.277 eV

Stability comparison, relative energies in hartree: (one) 0.1203; (two) 0.0000

(one)
The following is a quantum chemistry calculation of an isolated molecule of C22H33N3O5, from the Open Molecules 2025 dataset.

Geometry as ORCA input:
```
! RIJCOSX wB97M-V def2-TZVPD def2/J DEFGRID3
* xyz 0 1
C 1.3335 -5.0856 -5.1630
C 1.9241 -3.7222 -4.8225
C 1.1301 -2.5601 -5.4170
C -0.2731 -2.4334 -4.8090
N -0.9416 -1.2159 -5.2115
C -1.6793 -1.2913 -6.4537
C -0.8412 -0.0130 -4.5888
O -1.3891 0.9790 -5.0383
C -0.0163 0.0256 -3.3157
C -0.2150 1.3266 -2.5380
C -1.6436 1.5284 -2.0328
C -2.1603 0.4280 -1.1045
N -1.3067 0.2349 0.0648
C -0.5255 -0.8985 0.1125
O -0.5310 -1.7523 -0.7522
N 0.2808 -1.0271 1.2121
C 0.3386 -0.1249 2.2486
C 1.1715 -0.3078 3.3425
C 1.2199 0.6107 4.3854
O 2.1151 0.2919 5.3481
C 2.0747 0.8512 6.6525
C 0.8461 0.4072 7.4372
C 0.4005 1.7692 4.3201
O 0.4895 2.6775 5.3357
C -0.3662 3.8057 5.3284
C -0.0880 4.5933 6.5993
C -0.4383 1.9292 3.2345
C -0.4829 0.9991 2.1952
C -1.3782 1.2057 1.0602
O -2.1452 2.1409 0.9622
H 1.9841 -5.8782 -4.8008
H 0.3576 -5.2140 -4.7028
H 1.2270 -5.1971 -6.2400
H 2.9467 -3.6744 -5.2041
H 1.9692 -3.6071 -3.7374
H 1.6733 -1.6301 -5.2377
H 1.0500 -2.6909 -6.4982
H -0.2021 -2.4843 -3.7213
H -0.8946 -3.2689 -5.1417
H -2.4892 -2.0194 -6.3688
H -2.0970 -0.3073 -6.6568
H -1.0239 -1.5807 -7.2778
H 1.0373 -0.0669 -3.5921
H -0.2622 -0.8201 -2.6764
H 0.0266 2.1677 -3.1899
H 0.4821 1.3395 -1.6950
H -1.6962 2.4800 -1.5015
H -2.3133 1.5822 -2.8909
H -2.2254 -0.5298 -1.6197
H -3.1506 0.7138 -0.7410
H 0.8528 -1.8597 1.2448
H 1.8102 -1.1743 3.4101
H 2.9814 0.4595 7.1225
H 2.1341 1.9410 6.6143
H 0.7795 -0.6784 7.4465
H -0.0585 0.8093 6.9891
H 0.9195 0.7657 8.4600
H -0.1646 4.4252 4.4448
H -1.4153 3.4827 5.3016
H -0.2816 3.9755 7.4722
H -0.7276 5.4701 6.6345
H 0.9511 4.9104 6.6217
H -1.0832 2.7872 3.1394
*
```

* SMILES: CCCCN(C)C(=O)CCCCn1c(=O)[nH]c2cc(OCC)c(OCC)cc2c1=O
* Kohn-Sham gap: 8.82 eV
* highest occupied orbital energy: -8.248 eV

(two)
The following is a quantum chemistry calculation of an isolated molecule of C22H33N3O5, from the Open Molecules 2025 dataset.

Geometry as ORCA input:
```
! RIJCOSX wB97M-V def2-TZVPD def2/J DEFGRID3
* xyz 0 1
C 4.1408 1.7648 -1.1009
O 2.9032 1.7553 -0.4310
C 2.5898 0.6737 0.3564
C 3.2935 -0.5219 0.3079
C 2.9106 -1.6048 1.0793
C 1.8500 -1.4865 1.9513
C 1.1604 -0.2877 2.0602
C 0.1025 -0.1393 3.1251
N -1.1650 -0.7609 2.7536
C -1.9709 -1.1119 3.9017
C -2.4125 0.1216 4.6982
N -2.9456 1.1051 3.7839
C -2.7449 1.1626 2.4536
O -3.2516 2.0477 1.7849
C -1.9169 0.0484 1.8100
C -2.8783 -0.8060 0.9531
C -2.3425 -1.2641 -0.3947
O -2.1550 -2.4486 -0.6111
N -2.1774 -0.3301 -1.3597
C -2.2851 1.0995 -1.1900
C -1.8437 -0.7812 -2.6955
C -0.3819 -0.5505 -3.0915
C -0.1684 -0.9528 -4.5531
C 1.3077 -0.8049 -4.9218
O 2.1379 -1.5752 -4.0866
C 2.0005 -1.2041 -2.7339
C 0.5718 -1.3685 -2.2201
C 1.5023 0.7951 1.2426
O 0.6988 1.8991 1.3640
C 1.1901 3.1920 1.0859
H 4.9721 1.5924 -0.4104
H 4.2297 2.7618 -1.5314
H 4.1776 1.0230 -1.9051
H 4.1388 -0.6212 -0.3531
H 3.4566 -2.5319 1.0021
H 1.5529 -2.3173 2.5711
H -0.0177 0.9296 3.3555
H 0.4635 -0.6519 4.0211
H -2.8559 -1.6442 3.5472
H -1.4043 -1.7879 4.5451
H -1.5613 0.5433 5.2496
H -3.1849 -0.1500 5.4244
H -3.4862 1.8655 4.1743
H -1.1933 0.5372 1.1553
H -3.8051 -0.2530 0.7836
H -3.1192 -1.7220 1.4928
H -1.2953 1.5575 -1.1032
H -2.8594 1.3696 -0.3082
H -2.7808 1.5229 -2.0660
H -2.0577 -1.8521 -2.7312
H -2.4976 -0.2632 -3.4068
H -0.1412 0.5140 -2.9819
H -0.4629 -1.9954 -4.6849
H -0.7730 -0.3336 -5.2182
H 1.4951 -1.1599 -5.9376
H 1.5981 0.2576 -4.8575
H 2.6873 -1.8446 -2.1782
H 2.3065 -0.1522 -2.6125
H 0.5245 -1.0476 -1.1785
H 0.2873 -2.4205 -2.2621
H 1.2992 3.3649 0.0139
H 0.4383 3.8713 1.4887
H 2.1480 3.3719 1.5802
*
```

* SMILES: COc1cccc(CN2CCNC(=O)[C@@H]2CC(=O)N(C)CC2CCOCC2)c1OC
* Kohn-Sham gap: 9.07 eV
* highest occupied orbital energy: -8.399 eV

Stability comparison, relative energies in hartree: (one) 0.0000; (two) 0.0788

(one)
The following is a quantum chemistry calculation of a structure of composition C2H5O2S, from the Open Molecules 2025 dataset.

Geometry as ORCA input:
```
! RIJCOSX wB97M-V def2-TZVPD def2/J DEFGRID3
* xyz -1 1
O -1.3698 0.6177 2.5681
C -0.7723 0.0004 1.7113
O 0.3367 0.3753 1.1605
H -1.1589 -0.9543 1.2996
H 0.5732 -0.2820 0.1522
C 0.2170 0.7374 -1.9544
S 0.7207 -0.9262 -1.3480
H 0.3536 1.4982 -1.1905
H 0.7945 1.0225 -2.8361
H -0.8394 0.7284 -2.2337
*
```

* Kohn-Sham gap: 7.65 eV
* highest occupied orbital energy: -3.759 eV

(two)
The following is a quantum chemistry calculation of a cluster of 2 separate species, C2H5O2S in total, from the Open Molecules 2025 dataset.

Geometry as ORCA input:
```
! RIJCOSX wB97M-V def2-TZVPD def2/J DEFGRID3
* xyz -1 1
O 1.6189 -0.4830 0.6595
C 0.6264 -1.0359 0.2627
O 0.6392 -1.7573 -0.9113
C -0.7253 -0.8806 0.8571
H 1.3440 -1.3182 -1.4132
H -1.5242 -1.3861 0.3093
H -0.8823 0.2679 0.7576
H -0.6767 -1.1564 1.9089
S -0.9964 1.9355 -0.4184
H -0.2336 2.8588 0.2163
*
```

* Kohn-Sham gap: 6.53 eV
* highest occupied orbital energy: -2.774 eV

Stability comparison, relative energies in hartree: (one) 0.0000; (two) 0.0122

(one)
The following is a quantum chemistry calculation of an isolated molecule of C5H10O3, from the Open Molecules 2025 dataset.

Geometry as ORCA input:
```
! RIJCOSX wB97M-V def2-TZVPD def2/J DEFGRID3
* xyz 0 1
C -0.1579 -0.0742 1.4990
C -0.0730 0.2524 0.0048
C 0.8423 1.4598 -0.2210
C -1.5024 0.6354 -0.5244
O -2.5060 -0.0084 -0.2496
C 0.3045 -0.9335 -0.8705
O 1.7262 -1.2048 -0.6019
O -0.3963 -2.1202 -0.6035
H -0.6095 -1.0532 1.6893
H 0.8354 -0.0766 1.9591
H -0.7748 0.6623 2.0263
H 1.8413 1.2816 0.1901
H 0.4356 2.3566 0.2599
H 0.9552 1.6791 -1.2883
H -1.5575 1.5098 -1.1995
H 0.2199 -0.7075 -1.9375
H 1.7226 -1.7616 0.1943
H -1.3057 -1.8972 -0.3266
*
```

* SMILES: CC(C)(C=O)C(O)O
* Kohn-Sham gap: 10.56 eV
* highest occupied orbital energy: -10.020 eV

(two)
The following is a quantum chemistry calculation of an isolated molecule of C5H10O3, from the Open Molecules 2025 dataset.

Geometry as ORCA input:
```
! RIJCOSX wB97M-V def2-TZVPD def2/J DEFGRID3
* xyz 0 1
C 1.9468 0.1468 0.5338
C 1.1686 0.0936 -0.5431
O 1.2814 0.9446 -1.5930
C 0.0373 -0.8956 -0.7663
O 0.1570 -2.0680 -0.0067
C -1.3349 -0.2140 -0.5753
C -1.5687 0.3473 0.8345
O -0.9433 1.5841 1.0798
H 2.7397 0.8680 0.6196
H 1.8461 -0.5584 1.3380
H 2.0103 1.5610 -1.4394
H 0.1089 -1.2226 -1.8103
H -0.0216 -1.8564 0.9236
H -2.1017 -0.9612 -0.7809
H -1.4332 0.5949 -1.2975
H -2.6355 0.5383 0.9767
H -1.2614 -0.3913 1.5931
H 0.0043 1.4890 0.9134
*
```

* SMILES: C=C(O)[C@@H](O)CCO
* Kohn-Sham gap: 10.09 eV
* highest occupied orbital energy: -9.409 eV

Stability comparison, relative energies in hartree: (one) 0.0000; (two) 0.0166

(one)
The following is a quantum chemistry calculation of an isolated molecule of C5H10O3, from the Open Molecules 2025 dataset.

Geometry as ORCA input:
```
! RIJCOSX wB97M-V def2-TZVPD def2/J DEFGRID3
* xyz 0 1
C -2.0678 1.2440 0.4893
C -1.3212 0.7769 -0.7242
O -1.8765 0.3486 -1.7166
C 0.1629 0.7365 -0.5977
C 0.4889 -0.9371 -0.4662
C 1.9856 -1.1629 -0.3129
O -0.2218 -1.3334 0.6771
O 0.0473 -1.5784 -1.5984
H -1.8235 2.2816 0.7065
H -3.1373 1.1395 0.3401
H -1.7482 0.6346 1.3330
H 0.6808 1.0654 -1.4938
H 0.5376 1.2158 0.2996
H 2.5065 -0.8217 -1.2042
H 2.3607 -0.6443 0.5633
H 2.1644 -2.2325 -0.2016
H -0.3317 -2.2902 0.6440
H -0.7821 -1.1690 -1.9148
*
```

* SMILES: CC(=O)CC(C)(O)O
* Kohn-Sham gap: 10.58 eV
* highest occupied orbital energy: -9.757 eV

(two)
The following is a quantum chemistry calculation of a cluster of 3 separate species, C5H10O3 in total, from the Open Molecules 2025 dataset.

Geometry as ORCA input:
```
! RIJCOSX wB97M-V def2-TZVPD def2/J DEFGRID3
* xyz 0 1
C -0.1642 -1.9294 -1.2871
O 0.7558 -0.8793 -1.0713
C 0.5366 0.2310 -1.8990
O -0.5696 0.9826 -1.5264
H -1.1954 -1.5697 -1.2324
H 0.0122 -2.6568 -0.4971
H 0.0008 -2.3932 -2.2664
H 0.3579 -0.0966 -2.9341
H 1.4631 0.8182 -1.8557
H -0.3424 1.5522 -0.7791
C -1.1900 -0.1666 1.6494
C -0.8830 -0.4575 2.7733
H -1.4986 0.0799 0.6777
H -0.5996 -0.7172 3.7480
C 0.8239 1.7943 1.6306
O 0.2890 2.4606 0.7895
H 1.3893 0.8800 1.3855
H 0.8144 2.0674 2.6945
*
```

* SMILES: COCO.C#C.C=O
* Kohn-Sham gap: 10.99 eV
* highest occupied orbital energy: -10.244 eV

Stability comparison, relative energies in hartree: (one) 0.0000; (two) 0.1376